Record 1
Density functional theory data (ωB97M-V with the def2-TZVPD basis set) for a 5-piece molecular cluster, C30H50BN2O10 overall.

Calculated values
**Calculated total energy**: -56047.6019 eV
**2S+1**: 1
**Net charge**: +1

```
93
Properties=species:S:1:pos:R:3:forces:R:3:lowdin_charge:R:1
C 4.486316 -1.646814 -1.830617 -0.183 -0.502 -0.158 0.124
C 3.761003 -1.541823 -2.782104 0.745 0.153 -0.791 -0.150
C 3.122844 -1.395237 -4.110313 -0.757 -0.402 0.664 -0.179
C 1.726769 -2.100453 -4.085747 -0.101 0.702 0.171 -0.148
C 0.596569 -1.289948 -4.853587 0.523 -1.241 0.985 -0.074
C -0.648083 -1.398465 -4.016457 -0.025 -0.851 -1.652 -0.151
N -0.879826 -0.852042 -2.877437 0.565 -0.192 -0.368 0.051
C 0.023566 0.064039 -2.170226 -0.592 1.813 -0.164 -0.057
C -0.352156 1.543833 -2.531630 0.554 0.318 -0.200 -0.127
C 0.376481 2.087311 -3.800177 -0.758 -0.205 0.099 -0.184
C -0.502532 2.116547 -5.063249 -0.183 0.031 -0.396 -0.275
N -1.832915 2.728340 -4.810919 0.705 -0.453 0.012 0.004
C -2.209276 -1.317905 -2.433666 -1.230 -0.848 0.581 -0.268
C -2.887945 -0.714842 -1.201051 0.997 -0.088 0.015 0.005
B -2.319232 -1.330409 0.167573 0.349 -0.062 0.549 -0.598
O -2.769156 -0.892079 1.404894 0.667 0.308 -0.680 0.155
O -1.359804 -2.343109 0.193796 -0.399 0.342 -0.300 0.141
C -2.965806 -1.428433 -3.775959 0.627 -0.274 0.796 -0.070
C -1.855910 -2.254198 -4.502654 0.111 1.971 0.447 -0.032
H 5.166238 -1.926862 -1.057346 -0.187 0.304 0.122 0.039
H 2.978821 -0.328328 -4.315332 0.181 -0.138 -0.019 0.094
H 3.751308 -1.841694 -4.886033 0.042 0.224 0.143 0.123
H 1.455500 -2.175200 -3.024945 -0.040 -0.138 -0.292 0.096
H 1.757634 -3.121206 -4.478379 0.147 0.211 0.080 0.120
H 0.906151 -0.260937 -5.033729 -0.125 -0.125 0.054 0.095
H 0.447429 -1.834240 -5.790157 -0.254 0.562 -0.002 0.125
H -0.103782 -0.008396 -1.085569 0.042 -0.565 -0.262 0.126
H 1.066981 -0.084645 -2.460581 -0.200 -0.341 0.212 0.114
H -1.439023 1.671481 -2.619919 0.235 -0.120 0.122 0.094
H -0.036606 2.205189 -1.714123 -0.109 -0.447 0.063 0.121
H 1.290223 1.494158 -3.899014 -0.078 0.300 -0.379 0.065
H 0.699240 3.120367 -3.625509 -0.098 -0.259 0.123 0.117
H -0.667073 1.124619 -5.523331 0.395 0.063 0.220 0.089
H -0.001165 2.720595 -5.832724 -0.050 -0.159 0.237 0.116
H -2.231203 2.952968 -5.716995 -0.170 0.073 0.167 0.072
H -2.403950 1.984396 -4.419591 -0.336 0.351 -0.061 0.041
H -2.028301 -2.381927 -2.188252 -0.067 0.330 0.300 0.148
H -2.825498 0.383778 -1.188088 -0.482 -0.230 -0.060 0.121
H -3.935605 -1.053511 -1.240593 0.127 0.469 -0.086 0.117
H -2.669663 0.069495 1.410086 -0.756 0.015 0.245 0.108
H -0.470850 -1.997354 0.059346 0.062 -0.333 0.006 0.099
H -3.091203 -0.440586 -4.238730 -0.204 -0.258 0.082 0.125
H -3.922714 -1.911148 -3.557796 0.110 0.000 -0.570 0.122
H -1.863869 -2.235857 -5.594318 -0.144 -0.318 0.205 0.124
H -1.843098 -3.264463 -4.070912 0.262 0.118 -0.305 0.143
O 1.937075 0.337474 6.436746 0.225 -0.106 -0.197 0.126
C 1.064862 0.109810 5.653106 -0.110 0.308 0.397 -0.476
O 1.285621 -0.075943 4.324929 0.014 -0.028 0.052 0.030
C 0.033230 -0.219802 3.639999 -0.163 -0.091 -0.173 -0.170
C -0.959050 -0.662023 4.701506 -0.247 0.003 0.114 -0.155
C -0.418608 0.027962 5.948887 -0.128 -0.442 -0.395 -0.069
H -0.232241 0.745580 3.197889 0.013 0.018 0.042 0.124
H 0.138130 -0.955525 2.844084 0.181 0.033 0.023 0.117
H -1.989119 -0.402907 4.463138 0.043 0.009 -0.065 0.113
H -0.907089 -1.744515 4.828506 -0.003 0.021 -0.048 0.124
H -0.811961 1.039660 6.060107 0.055 -0.002 0.117 0.134
H -0.603942 -0.552483 6.848551 0.095 0.242 0.151 0.128
O 3.209450 1.723437 -2.622743 0.087 -0.268 0.073 0.089
C 4.266430 2.247495 -2.386565 -0.226 0.234 0.100 -0.467
O 5.235739 1.660323 -1.661452 -0.172 0.003 -0.123 0.030
C 6.327123 2.580990 -1.463682 0.328 0.163 0.072 -0.141
C 6.198493 3.593749 -2.586988 0.035 0.204 -0.113 -0.151
C 4.690594 3.640974 -2.799932 0.504 -0.126 -0.151 -0.070
H 6.221107 3.036580 -0.477121 -0.055 -0.031 -0.013 0.131
H 7.269280 2.039086 -1.500452 -0.142 -0.190 0.056 0.129
H 6.642978 4.558322 -2.349884 -0.002 -0.044 0.069 0.121
H 6.684178 3.213196 -3.487355 0.013 0.001 0.039 0.122
H 4.206663 4.366410 -2.143585 -0.101 -0.023 -0.064 0.135
H 4.430765 3.835162 -3.837472 -0.282 0.045 0.101 0.127
O -6.022723 0.629608 -2.502829 0.452 -0.417 -0.111 0.115
C -6.655389 -0.296497 -2.082868 -0.438 0.638 -0.065 -0.494
O -6.374159 -1.594658 -2.369466 0.197 0.130 0.065 -0.003
C -7.388043 -2.447803 -1.797525 -0.219 -0.256 0.135 -0.146
C -8.007671 -1.631593 -0.676042 -0.149 0.082 0.136 -0.150
C -7.885835 -0.207051 -1.208182 0.086 -0.590 0.337 -0.068
H -8.109187 -2.698923 -2.577584 0.036 0.051 -0.022 0.130
H -6.927920 -3.365166 -1.436261 0.158 0.052 -0.153 0.126
H -9.027408 -1.929717 -0.441023 0.026 -0.051 -0.065 0.121
H -7.409842 -1.735953 0.231670 -0.022 -0.031 -0.019 0.119
H -8.739234 0.072612 -1.827664 0.050 0.120 0.004 0.137
H -7.742923 0.514406 -0.408522 -0.044 0.223 -0.224 0.129
O 3.594539 -1.097224 12.781447 -0.220 -0.181 -0.076 0.124
C 3.581429 -0.703735 11.653452 0.380 0.042 0.282 -0.490
O 3.032003 -1.399760 10.625460 -0.009 0.084 0.087 0.025
C 3.273567 -0.712275 9.384710 -0.064 0.054 -0.238 -0.162
C 3.530807 0.732686 9.773006 0.130 0.233 -0.020 -0.161
C 4.191315 0.584831 11.138951 -0.421 0.146 -0.423 -0.078
H 4.136170 -1.170959 8.895362 0.003 0.003 0.033 0.129
H 2.406607 -0.814212 8.737222 -0.008 -0.153 0.088 0.104
H 4.134509 1.271813 9.045196 -0.023 -0.080 -0.043 0.116
H 2.581983 1.262007 9.879599 0.008 -0.030 -0.042 0.119
H 5.271841 0.456116 11.058997 0.001 0.010 0.121 0.131
H 3.955573 1.415700 11.798362 0.212 -0.121 0.194 0.124
```
Positions in Å, forces in eV/Å.


Record 2
Density functional theory data (ωB97M-V with the def2-TZVPD basis set) for C15H28ErIOP2 as an isolated structure.

Calculated values
**Calculated total energy**: -72339.9547 eV
**2S+1**: 4
**Net charge**: +2

```
48
Properties=species:S:1:pos:R:3:forces:R:3:lowdin_charge:R:1
C -1.091714 -2.015743 -3.388301 0.978 -0.150 -1.044 -0.267
I 0.953878 -0.816928 -3.465751 -1.531 -1.224 -0.851 0.918
H -1.801865 -1.662402 -2.639801 0.267 0.427 -0.119 0.009
H -0.815801 -3.059860 -3.217466 0.246 0.366 0.052 0.021
H -1.430993 -1.895087 -4.433322 0.089 0.199 0.750 0.031
Er 0.283602 -0.370162 -0.705288 -1.008 0.892 2.740 0.737
P -0.190135 -2.446406 1.255681 0.279 -1.826 0.780 0.745
C 1.336839 -3.487821 1.084733 0.159 0.313 -0.305 -0.268
C -0.276879 -2.369503 3.094402 -0.271 0.688 0.256 -0.239
H -0.304437 -3.357150 3.587937 0.038 0.226 -0.628 0.074
H -1.347993 -4.664339 1.337726 0.092 0.505 -0.102 0.071
H -1.170611 -1.813329 3.408322 0.209 -0.112 -0.086 0.052
H -2.447725 -3.297335 0.953611 0.185 -0.217 -0.047 0.052
H 2.191945 -2.960976 1.534335 -0.199 -0.214 -0.116 0.051
H 0.590612 -1.821382 3.492140 -0.224 -0.091 -0.243 0.057
C -1.442879 -3.711116 0.790901 -0.311 0.237 -0.164 -0.274
H 1.226951 -4.480108 1.565314 -0.076 0.610 -0.209 0.074
H -1.329962 -3.917548 -0.283904 -0.092 -0.047 0.241 0.034
H 1.545682 -3.635689 0.013814 0.082 -0.142 0.264 0.039
P -0.329658 2.354576 -1.204120 0.076 1.201 -1.176 0.730
C 1.117022 2.940387 -2.198557 0.208 -0.313 0.178 -0.269
C -1.626595 2.594333 -2.487946 -0.271 -0.176 0.257 -0.267
H -1.377858 3.612529 0.599817 0.150 0.014 -0.123 0.052
H -0.606472 4.731058 -0.550513 0.054 -0.499 -0.158 0.074
H 0.369650 3.808510 0.616796 -0.167 -0.138 -0.182 0.059
C -0.504489 3.757043 -0.047027 -0.231 -0.079 0.644 -0.237
H -2.609946 2.392022 -2.039597 0.165 0.142 -0.272 0.052
H -1.609577 3.613252 -2.911332 0.014 -0.420 0.255 0.070
H 0.882808 3.908451 -2.682972 0.114 -0.516 0.306 0.075
H 1.356449 2.191759 -2.970868 -0.004 0.434 0.153 -0.007
H -1.453373 1.866281 -3.296612 -0.088 0.266 0.185 0.034
H 1.984426 3.056797 -1.531451 -0.163 0.060 -0.300 0.054
C 2.678625 -0.320248 -0.641888 5.976 0.769 -0.009 -0.109
O 3.823090 -0.138397 -0.609160 -4.903 -0.818 -0.057 0.187
C 1.125879 0.678745 1.277993 -0.357 -0.535 -1.268 -0.369
C 0.513836 1.334901 2.481274 -0.089 0.243 0.277 -0.342
C 1.434904 1.898769 3.389491 -0.404 -0.074 -0.059 -0.053
C 0.993230 2.531203 4.541638 -0.180 -0.012 -0.001 -0.059
C -0.385524 2.593489 4.804581 0.135 -0.143 -0.228 -0.062
C -1.313678 2.036260 3.911853 0.223 0.133 0.113 -0.070
C -0.864960 1.421464 2.734318 0.495 -0.053 0.026 -0.089
H 1.794658 1.420879 0.816958 0.371 0.060 0.091 0.030
H 1.785004 -0.126771 1.639148 0.310 0.037 0.095 0.032
H 2.506966 1.831534 3.173396 -0.412 0.024 0.089 0.122
H 1.737816 2.964315 5.222178 -0.536 -0.156 -0.208 0.120
H -0.719986 3.082882 5.714611 -0.074 -0.105 -0.163 0.111
H -2.383213 2.086613 4.140010 0.429 0.015 -0.115 0.113
H -1.569377 1.000470 1.995120 0.249 0.201 0.480 0.099
```
Positions in Å, forces in eV/Å.


Record 3
Density functional theory data (ωB97M-V with the def2-TZVPD basis set) for a 3-piece molecular cluster, C28H60BClF3O9P overall.

Calculated values
**Calculated total energy**: -79068.9332 eV
**2S+1**: 1
**SMILES**: CCCCOP(CCCOC)(CCC(F)=C(F)F)(C[C@H](C)Cl)B(C)O.COCCOCCOC.COCCOCCOC

```
103
Properties=species:S:1:pos:R:3:forces:R:3:lowdin_charge:R:1
C 5.662799 -1.502438 -0.440145 -0.186 0.306 -0.150 -0.106
C 5.067345 -0.920177 -1.760279 0.025 -1.657 1.400 -0.227
C 4.105192 -1.973723 -2.370629 -0.059 0.344 -1.587 -0.181
C 2.837705 -1.344542 -3.053199 1.389 1.620 0.707 -0.260
O 1.598925 -1.492264 -2.431871 0.227 0.076 -0.481 -0.364
P 0.822571 -3.010431 -2.104594 -1.346 -0.214 -0.805 0.881
C -0.766789 -2.170716 -2.663279 0.552 1.027 0.716 -0.227
C -1.145269 -0.958026 -1.760759 -0.585 -0.948 0.165 -0.209
C -2.656650 -0.648414 -1.820176 1.122 0.430 -0.066 -0.228
O -3.056156 0.058126 -0.643566 -0.428 -0.513 -0.583 -0.189
C -3.810850 -0.756538 0.226527 -0.298 0.523 0.806 -0.142
C 1.477834 -2.955884 -0.362374 -0.320 0.767 0.075 -0.196
C 1.812907 -1.528095 0.186782 0.042 -2.470 1.339 -0.116
C 1.794539 -1.571529 1.701245 0.831 -0.920 -0.978 -0.223
F 0.596372 -1.582591 2.318235 -0.678 1.799 0.116 0.068
C 2.909229 -1.567083 2.466445 -1.840 0.906 -0.360 -0.338
F 3.765629 -2.532066 2.537262 2.031 -0.171 -0.973 0.182
F 3.224858 -0.545835 3.221640 0.023 -0.176 2.038 0.155
C -0.102402 -4.700028 -1.850196 -0.206 0.115 0.261 -0.335
C -0.966529 -4.999278 -0.627542 -0.089 -1.935 -0.203 -0.751
C -1.734941 -6.346486 -0.843144 0.969 0.474 0.266 -0.126
Cl -2.167923 -3.781501 -0.100312 0.271 0.291 -0.073 0.689
B 1.666209 -3.956011 -3.590703 0.862 0.023 -0.270 -0.556
C 1.177207 -3.838156 -5.083109 -0.223 0.586 0.436 -0.014
O 2.739428 -4.782576 -3.362481 -0.473 -0.091 0.432 0.109
H 4.940492 -2.169335 0.038575 0.030 0.077 0.053 0.043
H 5.894786 -0.712231 0.277498 0.178 -0.064 -0.064 0.069
H 6.562108 -2.093873 -0.618837 -0.014 0.058 -0.004 0.071
H 4.554177 0.007505 -1.508520 0.053 0.086 -0.357 0.099
H 5.908992 -0.789903 -2.437444 -0.232 0.622 -0.129 0.101
H 3.866248 -2.794702 -1.695435 -0.073 0.217 0.171 0.076
H 4.654578 -2.427772 -3.202880 -0.021 -0.307 0.222 0.110
H 3.066464 -0.270511 -2.953371 -0.288 -0.029 -0.143 0.111
H 2.880220 -1.440596 -4.149797 -0.556 -0.836 0.125 0.118
H -0.533621 -1.743136 -3.639461 -0.130 -0.417 -0.178 0.086
H -1.605252 -2.861673 -2.695081 0.141 -0.099 -0.139 0.063
H -0.964057 -1.255154 -0.723735 0.103 0.335 0.028 0.075
H -0.566279 -0.079402 -2.030713 0.138 -0.023 0.199 0.112
H -2.840033 0.004918 -2.679261 -0.261 -0.131 0.019 0.122
H -3.189742 -1.595361 -1.934627 -0.250 0.166 0.059 0.094
H -3.175905 -1.328366 0.913436 0.008 -0.211 -0.266 0.058
H -4.523929 -1.401823 -0.296469 0.244 -0.103 -0.088 0.085
H -4.413772 -0.100976 0.863296 0.111 0.083 -0.099 0.085
H 2.362774 -3.601588 -0.305355 0.027 0.114 -0.092 0.095
H 0.801303 -3.345807 0.400646 -0.326 -0.344 -0.551 0.070
H 2.820019 -1.209631 -0.059045 -0.238 0.304 -0.573 0.096
H 1.035166 -0.809378 -0.061607 0.266 0.179 -0.270 0.118
H -0.704110 -4.898971 -2.749821 0.051 0.218 -0.001 0.091
H 0.663175 -5.491846 -1.876454 -0.148 -0.038 0.302 0.084
H -0.317762 -5.203413 0.222630 -0.009 0.525 0.122 0.081
H -2.753353 -6.183415 -1.184771 0.034 -0.120 -0.066 0.062
H -1.144529 -6.910740 -1.566436 -0.329 -0.143 -0.131 0.069
H -1.700336 -6.920262 0.084117 -0.452 0.042 -0.004 0.072
H 0.601721 -2.917109 -5.214826 -0.091 -0.169 -0.131 0.053
H 2.008943 -3.798020 -5.789362 0.038 -0.255 0.081 0.071
H 0.527608 -4.686466 -5.323287 0.081 0.045 -0.087 0.075
H 2.870757 -4.928915 -2.413803 0.296 0.065 -0.302 0.092
C 2.706904 1.979525 10.357741 -0.173 -0.230 0.000 -0.115
O 1.749749 1.619714 9.383560 0.294 0.296 -0.135 -0.199
C 0.855223 2.668279 9.043731 -0.129 -0.361 0.017 -0.197
C 0.610735 2.735896 7.548928 -0.113 0.055 -0.087 -0.181
O 1.715387 3.184479 6.776431 0.033 0.003 -0.017 -0.120
C 2.844463 2.329375 6.645143 0.073 0.067 0.081 -0.177
C 2.611278 1.073945 5.829736 0.104 -0.218 0.246 -0.205
O 1.787851 0.147477 6.521664 -0.302 0.254 -0.086 -0.193
C 0.846431 -0.511547 5.700583 0.157 -0.063 0.130 -0.108
H 2.265024 1.945123 11.359614 0.098 0.128 0.054 0.087
H 3.519605 1.254999 10.308580 -0.054 -0.043 0.015 0.088
H 3.121503 2.974486 10.168169 -0.023 0.031 0.032 0.086
H 1.226361 3.636107 9.395596 0.075 -0.009 -0.011 0.122
H -0.099627 2.460028 9.544188 -0.081 0.218 -0.056 0.127
H -0.169651 3.484369 7.385659 0.068 0.059 0.017 0.128
H 0.217260 1.794486 7.164574 0.134 -0.139 0.150 0.114
H 3.271701 2.096064 7.621228 -0.109 -0.206 0.021 0.114
H 3.593055 2.925361 6.116897 -0.084 0.035 -0.074 0.128
H 3.576105 0.583196 5.649401 0.079 0.206 -0.140 0.123
H 2.175296 1.343640 4.862618 -0.060 0.004 0.017 0.120
H 0.374539 0.178884 4.993639 0.045 -0.032 -0.059 0.091
H 0.068462 -0.920124 6.345192 0.068 -0.045 0.041 0.090
H 1.319589 -1.333839 5.153839 -0.106 0.008 -0.124 0.077
C -2.010953 6.705713 -4.819175 -0.255 0.107 -0.075 -0.114
O -3.205954 5.993789 -5.064772 0.303 -0.227 0.218 -0.199
C -3.052015 4.908222 -5.965883 -0.322 0.215 -0.009 -0.197
C -3.810251 3.680412 -5.500626 -0.043 -0.130 -0.060 -0.183
O -3.273299 3.038887 -4.352565 0.021 -0.027 0.027 -0.127
C -3.380672 3.694413 -3.092663 0.143 -0.024 -0.021 -0.175
C -4.789828 3.802126 -2.548273 -0.008 0.357 0.112 -0.193
O -5.566910 4.735959 -3.283856 0.005 -0.280 -0.302 -0.200
C -6.900041 4.329121 -3.501245 0.079 0.177 0.096 -0.116
H -1.803291 7.399955 -5.640786 0.167 -0.018 0.018 0.087
H -2.148199 7.279068 -3.902613 -0.052 0.026 -0.039 0.088
H -1.160842 6.031014 -4.678464 0.025 0.000 -0.042 0.086
H -1.996397 4.653143 -6.103481 0.026 0.011 0.071 0.122
H -3.461543 5.224955 -6.934238 0.092 -0.193 -0.107 0.127
H -3.736604 2.936827 -6.299287 0.086 -0.009 0.028 0.127
H -4.872697 3.890037 -5.374542 0.034 0.228 0.081 0.114
H -2.881679 4.663751 -3.117379 -0.220 0.134 -0.033 0.114
H -2.809352 3.072590 -2.398805 -0.073 -0.101 -0.034 0.125
H -4.740696 4.161566 -1.512223 0.108 -0.225 0.073 0.129
H -5.257354 2.811989 -2.550079 -0.004 -0.008 -0.051 0.123
H -6.958068 3.270601 -3.776564 -0.017 -0.015 0.055 0.086
H -7.298691 4.916153 -4.328438 0.018 0.072 0.051 0.087
H -7.509997 4.514001 -2.610330 -0.094 -0.128 -0.026 0.087
```
Positions in Å, forces in eV/Å.